# 1
Here is a molecular structure, C31H68AsCoN9O4P2S2 from the Open Molecules 2025 dataset. Energies are from ωB97M-V/def2-TZVPD.

XYZ file:
```
118
Properties=species:S:1:pos:R:3:lowdin_spin:R:1
Co 0.5572 -0.0476 -0.1697 1.897
C -4.9359 2.9559 -0.2022 0.000
N -3.4958 2.8214 -0.3312 0.001
C -2.8728 3.7161 -1.2986 0.001
P -2.7094 1.4814 0.1840 0.002
O -1.2920 1.5112 -0.1956 0.017
O -3.4860 0.2150 -0.4906 0.000
P -2.8888 -1.1974 -0.9736 0.003
O -1.4821 -1.4690 -0.6469 0.011
N -3.8741 -2.3151 -0.2686 0.001
C -5.3176 -2.1697 -0.2773 0.000
C -3.3593 -3.3526 0.6098 0.000
N -3.1925 -1.1141 -2.6022 0.000
C -2.9052 -2.3590 -3.3112 0.000
C -4.3133 -0.3829 -3.1761 0.000
N -3.1833 1.3192 1.7566 0.000
C -3.2483 0.0120 2.4060 0.000
C -2.6984 2.3658 2.6595 0.000
H -5.1889 3.9798 0.0829 0.000
H -5.3076 2.2824 0.5673 0.000
H -5.4439 2.7306 -1.1469 0.000
H -3.1097 4.7490 -1.0343 0.000
H -3.2401 3.5277 -2.3138 0.000
H -1.7937 3.5866 -1.2728 0.001
H -5.6220 -1.3637 -0.9428 0.000
H -5.6935 -1.9357 0.7252 0.000
H -5.7971 -3.0924 -0.6148 0.000
H -2.2730 -3.3435 0.5869 0.000
H -3.7173 -4.3332 0.2849 0.000
H -3.6921 -3.1908 1.6417 0.000
H -3.7519 -3.0546 -3.2669 0.000
H -2.0299 -2.8397 -2.8766 0.000
H -2.6928 -2.1372 -4.3583 0.000
H -5.2218 -0.9957 -3.2262 0.000
H -4.0585 -0.0824 -4.1949 0.000
H -4.5208 0.5141 -2.5984 0.000
H -3.7097 -0.7198 1.7463 0.000
H -3.8742 0.1053 3.2962 0.000
H -2.2577 -0.3405 2.7001 0.000
H -2.6715 3.3251 2.1448 0.000
H -1.6952 2.1368 3.0291 0.000
H -3.3810 2.4437 3.5078 0.000
C 1.4530 1.9662 3.8316 0.003
N 1.0070 0.6315 4.1894 0.005
C 0.3230 0.5910 5.4727 0.000
C 0.5088 -0.1758 3.1638 0.007
N 0.1817 0.2428 1.9975 0.013
N 0.3897 -1.5110 3.4957 0.003
C -0.2914 -2.4176 2.5969 0.000
C 1.2747 -2.1487 4.4481 0.000
H 2.0803 2.3510 4.6360 0.000
H 0.6143 2.6640 3.6940 0.000
H 2.0388 1.9525 2.9149 0.004
H -0.4404 1.3786 5.5337 0.000
H 1.0328 0.7465 6.2879 0.000
H -0.1678 -0.3674 5.6175 0.000
H 0.2319 1.2565 1.9245 0.001
H -0.6965 -1.8754 1.7460 0.000
H 0.4090 -3.1668 2.2134 0.000
H -1.0928 -2.9503 3.1218 0.000
H 1.9376 -1.4167 4.8990 0.000
H 1.8890 -2.9017 3.9426 0.000
H 0.7126 -2.6543 5.2402 0.000
S 1.3932 2.9962 0.2447 0.153
C 2.6772 4.0126 0.8636 0.467
N 2.3537 5.1122 1.6791 0.125
C 2.6525 6.4299 1.1136 0.033
C 4.0979 6.4485 0.6415 0.007
C 4.3256 5.3174 -0.3502 0.036
N 3.9504 4.0546 0.2844 0.113
H 1.3906 5.0371 1.9757 0.001
H 2.4848 7.1892 1.8800 0.000
H 1.9962 6.6604 0.2584 0.006
H 4.7600 6.3123 1.4998 0.002
H 4.3281 7.4096 0.1778 0.001
H 5.3766 5.2655 -0.6397 0.000
H 3.7343 5.5101 -1.2601 0.005
H 4.0802 3.2563 -0.3220 0.003
C 3.2244 -1.8647 -1.9379 -0.002
As 1.9930 -1.9755 -0.4266 -0.003
C 3.3072 -2.0185 1.0249 -0.005
C 1.5573 -3.9215 -0.5251 0.011
C 2.7087 -4.8285 -0.8089 0.002
C 3.5244 -5.2998 0.2197 0.002
C 4.6233 -6.1020 -0.0493 0.000
C 4.9302 -6.4528 -1.3564 0.002
C 4.1236 -5.9971 -2.3894 0.000
C 3.0260 -5.1951 -2.1162 0.002
H 4.0821 -2.5221 -1.7986 0.000
H 3.5405 -0.8267 -2.0309 0.000
H 2.7093 -2.1445 -2.8586 0.000
H 2.8828 -2.5366 1.8870 0.000
H 3.5034 -0.9838 1.3026 0.000
H 4.2343 -2.5106 0.7313 0.000
H 0.7869 -4.0105 -1.2942 0.000
H 1.0908 -4.1689 0.4299 0.000
H 3.2930 -5.0332 1.2446 0.000
H 5.2415 -6.4556 0.7664 0.000
H 5.7880 -7.0781 -1.5672 0.000
H 4.3500 -6.2668 -3.4134 0.000
H 2.4034 -4.8418 -2.9306 0.000
C 2.1272 1.3520 0.0814 0.022
H 2.6506 1.1683 1.0295 0.003
H 2.8809 1.3852 -0.7128 0.003
O 2.1201 0.9864 -3.1632 0.001
S 0.7801 0.4939 -2.7387 0.019
C 0.1989 -0.4989 -4.1711 0.007
C -0.7554 0.3551 -5.0122 0.002
C -0.4754 1.8158 -4.6574 0.001
C -0.3816 1.8159 -3.1412 0.004
H -0.2379 -1.4310 -3.8147 0.000
H 1.1308 -0.7181 -4.6925 0.000
H -1.7871 0.1216 -4.7386 0.000
H -0.6406 0.1506 -6.0777 0.001
H -1.2569 2.4849 -5.0224 0.000
H 0.4762 2.1400 -5.0828 0.000
H -1.3313 1.5522 -2.6712 0.000
H 0.0222 2.7114 -2.6696 0.005
```

- multiplicity = 4
- ⟨S²⟩ = 3.776
- lowest unoccupied orbital energy (spin up / spin down) (eV) = 0.3 / 0.3
- total charge = 0
- energy relative to the best compared isomer or geometry (same formula, charge and spin) (eV) = 0.000
- Kohn-Sham gap (spin up / spin down) (eV) = 4.51 / 6.00

=====

# 2
Here is 8 unconnected molecules or ions with the total composition C31H69BFN8O11 at a distorted geometry from the Open Molecules 2025 dataset. Energies are from ωB97M-V/def2-TZVPD.

XYZ file:
```
121
Properties=species:S:1:pos:R:3:lowdin_charge:R:1
C 4.9262 -3.1550 3.2437 -0.177
N 4.2685 -2.0568 2.3839 -0.152
C 2.9481 -2.6095 1.8864 -0.192
C 2.0143 -1.4689 1.0966 -0.187
O 0.5304 -1.6931 1.1109 -0.025
B 0.0087 -0.7010 2.0712 -0.979
F 0.6345 -1.0284 3.3791 -0.010
C -1.6254 -0.3963 2.1184 -0.073
C -2.3611 -0.9232 3.4846 -0.146
C -3.8114 -1.7061 3.1993 -0.193
O -3.6580 -3.1491 2.9674 -0.096
C -3.4120 -3.4785 1.5586 -0.287
C -2.7505 -4.9790 1.2285 -0.021
O -3.7012 -2.7327 0.4910 -0.070
O 0.6976 0.5453 1.6511 -0.052
C 2.1275 0.0958 1.5821 -0.250
C 2.9580 1.1569 0.5913 -0.066
H 5.7039 -3.7290 2.5705 0.073
H 5.5042 -2.5957 4.1095 0.083
H 4.1041 -3.8638 3.6901 0.077
H 4.0748 -1.2913 3.0977 0.097
H 3.0443 -3.5396 1.1766 0.121
H 2.2803 -2.9585 2.8035 0.121
H 2.2988 -1.6474 -0.0303 0.140
H -1.7185 0.7939 2.1050 0.101
H -2.1104 -0.7619 1.1165 0.097
H -1.7279 -1.6520 4.1457 0.118
H -2.6687 0.0340 4.1283 0.103
H -4.4760 -1.1442 2.4065 0.127
H -4.4032 -1.6018 4.2314 0.116
H -2.4945 -5.1136 0.0823 0.095
H -3.5975 -5.7553 1.5507 0.080
H -1.8277 -5.0776 1.9413 0.089
H 2.6691 0.3281 2.6201 0.142
H 4.0936 1.1888 0.9517 0.063
H 2.5177 2.2370 0.6880 0.075
H 2.9753 0.7606 -0.5101 0.055
C 5.3227 3.7750 2.0868 -0.323
O 5.7203 2.6196 2.0124 -0.003
N 5.7675 4.8250 1.3119 -0.209
C 5.2451 6.1671 1.4617 -0.074
C 6.7897 4.5796 0.3160 -0.048
H 4.5461 4.0710 2.8111 0.132
H 4.8013 6.4817 0.5128 0.085
H 6.0671 6.8393 1.7238 0.084
H 4.4836 6.2086 2.2453 0.083
H 6.4233 3.8316 -0.3934 0.072
H 7.6827 4.1874 0.8116 0.095
H 7.0391 5.5014 -0.2169 0.088
C 6.8162 1.7711 -2.5284 -0.320
O 7.6182 2.6735 -2.3262 -0.015
N 5.6427 1.8896 -3.2424 -0.196
C 4.7445 0.7708 -3.4375 -0.063
C 5.2958 3.1731 -3.8162 -0.053
H 6.9828 0.7543 -2.1364 0.134
H 4.6385 0.5854 -4.5101 0.090
H 3.7695 1.0213 -3.0096 0.085
H 5.1278 -0.1316 -2.9533 0.059
H 6.0869 3.4797 -4.5070 0.088
H 5.2222 3.9135 -3.0140 0.085
H 4.3435 3.1130 -4.3502 0.086
C -5.1457 -7.6967 -0.9102 -0.323
O -5.0784 -7.3100 0.2492 0.000
N -5.5335 -6.9290 -1.9878 -0.209
C -5.5871 -7.4622 -3.3329 -0.073
C -5.8991 -5.5450 -1.7692 -0.040
H -4.8896 -8.7325 -1.1874 0.126
H -4.9116 -6.8839 -3.9697 0.088
H -6.6109 -7.3743 -3.7077 0.085
H -5.2867 -8.5134 -3.3525 0.081
H -5.0478 -5.0170 -1.3294 0.090
H -6.7385 -5.5049 -1.0686 0.095
H -6.1824 -5.0667 -2.7109 0.088
C -5.5380 1.7127 5.3963 -0.325
O -5.1956 0.5421 5.2925 -0.003
N -5.4537 2.6618 4.3997 -0.192
C -5.8812 4.0302 4.6022 -0.066
C -4.9207 2.2794 3.1087 -0.042
H -5.9569 2.1088 6.3359 0.122
H -6.6739 4.2627 3.8853 0.077
H -5.0288 4.6952 4.4363 0.092
H -6.2603 4.1788 5.6170 0.078
H -5.5371 1.4770 2.6925 0.095
H -3.9004 1.9073 3.2408 0.084
H -4.9159 3.1326 2.4246 0.059
C 6.3817 -2.2426 -3.9803 -0.324
O 5.2171 -2.1410 -3.6175 -0.006
N 7.3697 -2.9348 -3.3127 -0.207
C 8.7279 -3.0077 -3.8091 -0.070
C 7.0401 -3.6112 -2.0754 -0.043
H 6.7392 -1.7664 -4.9080 0.133
H 8.9864 -4.0567 -3.9790 0.087
H 9.4013 -2.5796 -3.0610 0.089
H 8.8352 -2.4552 -4.7466 0.083
H 6.2532 -4.3459 -2.2699 0.095
H 6.6659 -2.8762 -1.3566 0.099
H 7.9197 -4.1140 -1.6637 0.087
C -7.1484 3.6786 0.5991 -0.314
O -6.1154 4.1128 1.0917 -0.020
N -7.2448 3.0300 -0.6138 -0.198
C -8.5081 2.5447 -1.1286 -0.071
C -6.0452 2.8268 -1.3991 -0.062
H -8.1183 3.7799 1.1132 0.128
H -8.4395 1.4625 -1.2712 0.089
H -8.7088 3.0300 -2.0881 0.086
H -9.3261 2.7645 -0.4371 0.080
H -5.3313 2.2402 -0.8134 0.093
H -5.5993 3.7998 -1.6261 0.078
H -6.2772 2.3019 -2.3300 0.092
C -2.8059 3.3662 -3.2855 -0.305
O -3.9705 3.4677 -2.9227 -0.025
N -1.8179 2.6739 -2.6179 -0.198
C -0.4597 2.6011 -3.1143 -0.065
C -2.1475 1.9975 -1.3806 -0.031
H -2.4484 3.8424 -4.2133 0.125
H -0.2012 1.5520 -3.2842 0.093
H 0.2137 3.0292 -2.3662 0.091
H -0.3524 3.1535 -4.0518 0.078
H -2.9344 1.2628 -1.5752 0.095
H -2.5217 2.7326 -0.6618 0.098
H -1.2679 1.4948 -0.9690 0.096
```

- lowest unoccupied orbital energy (eV) = 2.1
- total charge = -1
- Kohn-Sham gap (eV) = 7.03

=====

# 3
Here is 17 unconnected molecules or ions with the total composition C31H6Cl64F9N2O3P at a distorted geometry from the Open Molecules 2025 dataset. Energies are from ωB97M-V/def2-TZVPD.

XYZ file:
```
116
Properties=species:S:1:pos:R:3:lowdin_charge:R:1
N 0.1832 2.0654 4.6995 -0.318
P 1.0172 0.8265 4.0774 0.721
C 1.3911 1.0445 2.2174 -0.138
C 0.3260 0.8593 1.1912 0.004
C -1.2291 0.4188 1.4618 -0.122
F -1.7080 -0.1942 0.1653 0.008
F -1.3842 -0.6901 2.4682 -0.018
C -2.1786 1.7205 1.7575 -0.099
F -2.4337 1.9907 3.2010 0.035
F -1.4254 2.9137 1.2176 0.009
C -3.6385 1.7098 1.0139 -0.100
F -4.3935 2.8922 1.5764 -0.126
F -3.5637 1.9918 -0.4686 -0.066
C -4.5779 0.3954 1.3670 -0.104
F -5.9878 0.9229 1.4612 0.033
F -4.2828 -0.2330 2.6748 -0.023
F -4.6166 -0.6140 0.2573 -0.162
C 0.7762 1.1343 -0.3963 -0.150
O 0.0147 1.7570 -1.2983 0.012
C 2.3201 0.6090 -0.7682 -0.007
C 2.6116 -0.0560 -2.2394 0.064
C 4.1592 -0.5635 -2.5315 -0.207
N 4.4308 -1.2175 -3.8742 0.053
C 3.7273 -0.5691 -4.8889 -0.049
O 2.7161 -0.1702 -5.6898 0.019
C 5.3497 -0.3519 -1.3780 -0.033
C 5.0499 0.3226 0.1169 0.011
C 3.5052 0.7948 0.3976 -0.029
C 2.9706 1.4497 1.8412 -0.181
O 3.7279 2.2421 2.6216 -0.068
H 0.7911 2.5055 5.4364 -0.022
H 2.2996 0.7857 4.7932 0.037
H 0.4212 -0.4707 4.2648 -0.153
H 1.7088 -0.1647 -2.9783 0.122
H 6.4170 -0.7412 -1.6738 0.050
H 5.8952 0.4588 0.9460 0.114
C -3.3506 5.7674 -1.1264 -1.954
Cl -2.9031 5.1477 -2.7359 0.520
Cl -3.8235 4.4075 -0.0768 0.702
Cl -1.9580 6.6156 -0.4083 0.519
Cl -4.7178 6.8988 -1.2847 0.486
C 1.0389 -3.7101 5.1718 -1.960
Cl -0.3153 -3.6781 6.3293 0.519
Cl 2.5816 -3.7354 6.0630 0.503
Cl 0.9166 -5.1680 4.1548 0.532
Cl 0.9728 -2.2590 4.1401 0.565
C -5.7128 -4.3631 -0.4770 -1.959
Cl -7.4500 -4.2652 -0.8604 0.482
Cl -4.8875 -5.3512 -1.7088 0.466
Cl -5.0140 -2.7242 -0.4644 0.632
Cl -5.4996 -5.1120 1.1256 0.506
C -6.5997 -1.7604 -4.5402 -1.973
Cl -7.9877 -2.2248 -5.5563 0.498
Cl -6.0881 -3.1571 -3.5593 0.468
Cl -5.2504 -1.2388 -5.5803 0.500
Cl -7.0728 -0.4209 -3.4648 0.527
C 7.8771 -3.9562 -2.4413 -1.995
Cl 6.1399 -3.8583 -2.8247 0.518
Cl 8.7024 -4.9443 -3.6731 0.521
Cl 8.5759 -2.3173 -2.4287 0.481
Cl 8.0904 -4.7050 -0.8387 0.517
C -8.4210 7.6945 0.7721 -1.997
Cl -7.5893 6.1977 1.2646 0.505
Cl -7.7487 8.2656 -0.7760 0.495
Cl -10.1625 7.3706 0.5800 0.516
Cl -8.1834 8.9441 2.0197 0.487
C 5.4355 3.2881 -4.0167 -1.994
Cl 6.3910 2.2012 -5.0560 0.512
Cl 6.3686 4.7707 -3.6912 0.518
Cl 3.9141 3.7127 -4.8411 0.523
Cl 5.0683 2.4678 -2.4782 0.571
C -6.0688 8.8314 5.7877 -2.008
Cl -6.8725 10.4099 5.5956 0.505
Cl -5.9852 8.0113 4.2081 0.480
Cl -4.4203 9.0770 6.4174 0.511
Cl -6.9972 7.8272 6.9297 0.511
C -6.3044 -4.6376 -8.3288 -2.000
Cl -8.0416 -4.5397 -8.7121 0.511
Cl -5.4791 -5.6257 -9.5606 0.513
Cl -5.6056 -2.9987 -8.3162 0.490
Cl -6.0911 -5.3864 -6.7262 0.484
C 6.5338 4.5115 3.4746 -2.014
Cl 7.2702 2.9595 3.0014 0.496
Cl 7.8155 5.6639 3.9260 0.511
Cl 5.6001 5.1675 2.1063 0.516
Cl 5.4494 4.2548 4.8649 0.514
C -4.1313 -8.6260 -4.8082 -2.003
Cl -3.5183 -8.0883 -6.3924 0.505
Cl -3.4966 -7.5570 -3.5318 0.487
Cl -5.9118 -8.5605 -4.8069 0.508
Cl -3.5983 -10.2982 -4.5016 0.517
C 3.2441 -2.2640 10.1092 -2.008
Cl 1.8561 -2.7284 9.0931 0.474
Cl 3.7558 -3.6607 11.0901 0.514
Cl 4.5935 -1.7424 9.0691 0.505
Cl 2.7710 -0.9245 11.1846 0.515
C -11.2917 -3.6686 -1.3970 -2.014
Cl -13.0039 -3.6168 -1.8871 0.515
Cl -10.9313 -5.2523 -0.6644 0.504
Cl -10.2570 -3.4264 -2.8271 0.488
Cl -10.9746 -2.3788 -0.2094 0.513
C 11.8423 -0.3466 -3.2879 -2.003
Cl 10.5345 0.2391 -2.2290 0.485
Cl 13.1228 0.8883 -3.3888 0.493
Cl 12.5202 -1.8518 -2.6176 0.514
Cl 11.1917 -0.6618 -4.9164 0.513
C 17.0797 1.7914 -4.7831 -2.011
Cl 15.8404 3.0699 -4.7160 0.501
Cl 18.3083 2.0888 -3.5274 0.512
Cl 16.3144 0.2072 -4.5020 0.491
Cl 17.8556 1.8000 -6.3870 0.513
C -5.2491 -3.7066 5.2832 -1.993
Cl -4.6757 -2.3629 4.2633 0.554
Cl -5.0247 -5.2474 4.4169 0.491
Cl -4.3187 -3.7383 6.8023 0.506
Cl -6.9776 -3.4780 5.6501 0.522
```

- lowest unoccupied orbital energy (eV) = -2.7
- total charge = 0
- Kohn-Sham gap (eV) = 6.33

=====

no.,energy (eV)
1,-193567.123
2,-71102.306
3,-876520.302